1.
A 4-piece molecular cluster, C2H14NO3 overall at a distorted geometry, computed with wB97M-V/def2-TZVPD.

The geometry in XYZ format:
```
20
Properties=species:S:1:pos:R:3:mulliken_charge:R:1
C 3.2072 -0.2459 0.2338 -1.039
C 2.0720 -0.9629 -0.4839 -0.359
N 0.6639 -0.3419 -0.0532 -0.329
H 4.1264 -0.7572 -0.0057 0.325
H 3.1211 0.0246 1.2739 0.380
H 3.2818 0.6997 -0.3414 0.317
H 2.0107 -2.0204 -0.2506 0.335
H 1.9526 -0.7557 -1.5452 0.355
H 0.4698 0.5115 -0.6198 0.395
H -0.0499 -1.0643 -0.0913 0.304
H 0.7364 0.0096 0.9005 0.314
H -2.9715 -1.5710 0.5541 0.291
H -2.9425 -2.5893 -0.5851 0.331
O -2.8531 -1.6427 -0.3990 -0.628
H -2.4826 0.3154 1.6180 0.270
H -2.2811 1.7538 1.2959 0.321
O -1.7785 0.9222 1.3799 -0.569
H -0.2206 2.8076 -1.3485 0.323
H -0.7609 2.2897 -0.0507 0.293
O -0.3492 1.9777 -0.8646 -0.631
```

Output
Energy above the lowest of the compared OMol25 structures with the same formula, charge and spin, kJ/mol: 96.8
Total charge: +1
Calculated total energy, eV: -9927.4427
Kohn-Sham gap, eV: 12.03


2.
One molecule with the formula C11H12ClNO at a distorted geometry, computed with wB97M-V/def2-TZVPD.

The geometry in XYZ format:
```
26
Properties=species:S:1:pos:R:3:mulliken_charge:R:1
C 2.3512 0.2770 -1.7827 -0.441
C 2.9842 -0.4656 -0.8313 -0.711
C 1.1519 0.8360 -1.5149 -0.489
C 2.3812 -0.7964 0.3795 -0.244
C 0.5799 0.5126 -0.3135 0.832
C 1.1175 -0.2638 0.7178 0.025
C -0.8428 0.9669 0.0961 0.600
C -1.6714 -0.0761 0.7209 -0.709
C 0.6978 -0.2786 2.1901 0.188
C -1.7915 1.4435 -1.2013 -1.495
C 0.1617 -1.4118 2.6035 -1.080
N -2.4344 0.2394 1.6828 -0.245
O -3.3210 -0.6792 2.2450 -0.347
Cl 0.8722 1.1073 3.0522 -0.139
H 2.8454 0.5885 -2.6816 0.379
H 3.8587 -0.9805 -1.2529 0.312
H 0.6276 1.4615 -2.2867 0.200
H 3.0917 -1.4029 1.0738 0.258
H -0.7041 1.7849 0.8077 0.367
H -1.6227 -1.1482 0.3789 0.501
H -1.9781 0.5764 -1.8190 0.427
H -1.4237 2.3142 -1.7863 0.374
H -2.8682 1.6131 -0.7628 0.365
H -3.0202 -1.5570 1.9528 0.357
H -0.1722 -1.5755 3.5909 0.366
H -0.0046 -2.2104 1.8120 0.349
```

Output
Energy above the lowest of the compared OMol25 structures with the same formula, charge and spin, kJ/mol: 352.9
2S+1: 3
Calculated total energy, eV: -27653.6285
Kohn-Sham gap (alpha / beta), eV: 6.29 / 6.91


3.
C5H9AsBr2F10NOSSi2 as an isolated structure at a distorted geometry, computed with wB97M-V/def2-TZVPD.

The geometry in XYZ format:
```
32
Properties=species:S:1:pos:R:3:mulliken_charge:R:1
C -1.4450 -0.7201 2.2992 -1.068
C -2.7312 -0.1183 1.8797 0.408
Br -3.7960 0.6384 3.2645 -0.163
C -3.1103 -0.0916 0.6373 -0.078
Br -4.7692 0.7398 0.1333 -0.103
Si -2.2079 -0.8373 -0.8249 0.341
O -1.2514 0.2282 -1.6388 -0.210
Si -1.0308 1.7459 -0.9983 0.592
N 0.1390 1.7199 0.2702 -0.401
S -0.2022 2.8687 -2.6561 -0.375
C -1.2821 -2.4946 -0.4541 0.800
F -1.9699 -3.2149 0.4465 -0.314
F -1.3574 -3.2025 -1.6106 -0.333
C 0.2065 -2.4672 -0.0824 -0.014
F 0.3930 -2.9633 1.1453 -0.279
F 0.6996 -1.2415 -0.1364 -0.144
H -1.5039 -1.7865 2.4170 0.263
H -0.6602 -0.3910 1.6318 0.142
H -1.1946 -0.3200 3.2661 0.537
H -3.2589 -1.2214 -1.7804 -0.251
H -2.2549 2.4425 -0.5929 -0.138
H -0.0829 2.4648 0.9192 0.248
H 1.0473 1.9210 -0.1403 0.200
H -0.5558 4.1422 -2.4540 0.086
H 0.7513 -3.1029 -0.7672 0.258
F 3.1469 1.8659 -0.7047 -0.548
As 4.4976 0.7471 -0.5966 2.031
F 5.5971 2.0813 -0.6121 -0.509
F 4.5628 0.6700 -2.3217 -0.491
F 5.8243 -0.3588 -0.4880 -0.520
F 3.3817 -0.5772 -0.5806 -0.480
F 4.4177 0.8334 1.1300 -0.489
```

Output
Total charge: -1
Calculated total energy, eV: -263567.6114
Kohn-Sham gap, eV: 8.88


4.
C12H24FHfO12 as an isolated structure at a distorted geometry, computed with wB97M-V/def2-TZVPD.

The geometry in XYZ format:
```
50
Properties=species:S:1:pos:R:3:mulliken_charge:R:1
Hf 2.4298 0.2586 -1.5534 2.060
F 0.8622 0.4185 -0.0024 0.172
C -4.8005 -0.8195 4.2273 -0.671
O -3.5411 -0.1300 4.4082 -0.337
C -2.6942 -0.0500 3.3883 0.695
O -2.6641 -0.7704 2.4219 -0.558
O -1.7701 0.8668 3.7272 -0.339
C -0.6709 0.9853 2.8427 -0.264
H -5.4865 -0.2915 3.5672 0.315
H -5.2681 -0.9168 5.2042 0.272
H -4.7655 -1.8493 3.8698 0.303
H -0.3777 2.0018 2.5937 0.290
H -0.9022 0.5326 1.8742 -0.046
H 0.0644 0.3148 3.2919 0.301
C -0.7503 1.4454 -4.9594 -0.651
O -1.0046 2.3976 -3.9421 -0.261
C -0.2977 2.3803 -2.8503 0.807
O 0.7100 1.6740 -2.6838 -0.558
O -0.8616 3.2112 -1.9755 -0.304
C -0.3053 3.2501 -0.6397 -0.421
H -0.8992 1.8151 -5.9723 0.322
H -1.3546 0.5355 -4.9860 0.280
H 0.2802 1.1014 -4.8724 0.243
H 0.7539 3.4626 -0.7955 0.211
H -0.4466 2.3059 -0.1178 0.141
H -0.8825 4.0559 -0.1952 0.317
C -0.9679 -1.9465 -0.5591 -0.666
O -1.0706 -2.2895 -1.9424 -0.281
C -0.1321 -1.8935 -2.7697 0.904
O 0.7267 -1.0141 -2.5270 -0.269
O -0.0958 -2.5185 -3.9057 -0.262
C -1.0066 -3.5259 -4.3184 -0.660
H 0.0167 -2.0213 -0.1016 0.206
H -1.6773 -2.5543 0.0000 0.384
H -1.3706 -0.9446 -0.3980 0.280
H -1.2315 -3.4705 -5.3797 0.290
H -1.8951 -3.3784 -3.7046 0.352
H -0.6202 -4.5187 -4.0854 0.322
C 2.8164 2.3471 2.4438 -0.427
O 3.4360 1.0890 2.7893 -0.216
C 3.7834 0.2441 1.8288 0.806
O 3.4768 0.3068 0.6186 -0.697
O 4.3636 -0.7607 2.3843 -0.269
C 4.5062 -2.0509 1.7926 -0.624
H 3.3639 2.7972 1.6147 0.328
H 2.8176 3.0081 3.3045 0.294
H 1.8082 2.1264 2.0977 0.041
H 3.5630 -2.5985 1.7243 0.305
H 5.1016 -2.7053 2.4241 0.268
H 4.9308 -1.9133 0.7983 0.275
```

Output
Energy above the lowest of the compared OMol25 structures with the same formula, charge and spin, kJ/mol: 400.4
Total charge: +3
Calculated total energy, eV: -41394.7588
Kohn-Sham gap, eV: 2.18


Question: What is the calculated total energy in the third record?
Answer: -263567.6114 eV